No. 1
{
  "formula": "C3H9NP2",
  "method": "the ωB97M-V functional and the def2-TZVPD basis",
  "elements": ["C", "C", "C", "N", "P", "P", "H", "H", "H", "H", "H", "H", "H", "H", "H"],
  "xyz": [[-0.20, 1.95, -0.04], [1.05, 1.59, -0.27], [-1.85, -0.92, 0.58], [0.81, -1.54, 0.82], [0.11, -1.51, -2.19], [-0.42, -1.42, -0.23], [-0.55, 2.32, 0.91], [-0.96, 2.14, -0.83], [1.06, 1.18, -1.26], [1.86, 1.86, 0.27], [-2.74, -0.91, 0.14], [-1.82, -0.99, 1.67], [1.66, -2.04, 0.63], [0.80, -1.06, 1.73], [1.21, -0.66, -1.94]],
  "energy_ev": -23320.939,
  "lumo_ev": 0.302,
  "de_lowest_kj_mol": 303.1,
  "homo_energy_ev": -7.6,
  "homo_lumo_gap_ev": 7.94
}

=====

No. 2
{
  "formula": "C3H9NS",
  "method": "the ωB97M-V functional and the def2-TZVPD basis",
  "elements": ["C", "S", "H", "H", "H", "C", "C", "N", "H", "H", "H", "H", "H", "H"],
  "xyz": [[-2.31, -1.93, -0.42], [-1.02, -0.74, -0.07], [-2.38, -1.87, -1.51], [-2.14, -2.95, -0.04], [-3.23, -1.58, 0.10], [0.77, 1.28, 0.48], [0.51, 1.58, -0.75], [1.97, 0.50, 0.88], [0.13, 1.54, 1.34], [-0.39, 1.99, -1.13], [1.17, 1.34, -1.63], [2.58, 0.25, 0.00], [2.68, 0.96, 1.42], [1.66, -0.37, 1.35]],
  "energy_ev": -15578.491,
  "lumo_ev": -0.358,
  "de_lowest_kj_mol": 370.5,
  "homo_energy_ev": -6.0,
  "homo_lumo_gap_ev": 5.63
}

=====

No. 3
{
  "formula": "C3H9NS",
  "method": "the ωB97M-V functional and the def2-TZVPD basis",
  "elements": ["C", "C", "C", "S", "N", "H", "H", "H", "H", "H", "H", "H", "H", "H"],
  "xyz": [[-0.58, 1.42, 0.58], [-0.51, -0.04, 0.06], [0.86, -0.27, -0.62], [0.75, -1.63, -1.82], [-0.66, -0.90, 1.23], [-0.23, 2.11, -0.19], [-1.62, 1.72, 0.72], [0.09, 1.62, 1.42], [-1.35, -0.27, -0.59], [1.64, -0.61, 0.08], [1.28, 0.71, -0.83], [1.33, -1.02, -2.89], [-1.23, -1.73, 1.19], [0.23, -1.09, 1.67]],
  "energy_ev": -15581.667,
  "lumo_ev": 0.955,
  "de_lowest_kj_mol": 64.0,
  "homo_energy_ev": -8.8,
  "homo_lumo_gap_ev": 9.76
}

=====

No. 4
{
  "formula": "C3H9NS",
  "method": "the ωB97M-V functional and the def2-TZVPD basis",
  "elements": ["C", "N", "H", "H", "H", "H", "C", "C", "S", "H", "H", "H", "H", "H"],
  "xyz": [[-4.24, 1.24, -1.73], [-4.95, 2.27, -1.51], [-4.75, 0.43, -2.24], [-3.32, 1.00, -1.18], [2.97, -1.75, -0.83], [-4.30, 3.05, -1.38], [1.30, -1.02, 2.15], [1.34, -0.61, 0.65], [2.99, -0.75, 0.08], [1.84, -1.94, 2.36], [1.73, -0.20, 2.73], [0.30, -1.11, 2.57], [0.66, -1.25, 0.08], [0.91, 0.39, 0.63]],
  "energy_ev": -15571.197,
  "lumo_ev": [-4.292, -9.454],
  "de_lowest_kj_mol": 233.4,
  "spin_multiplicity": 2,
  "s2": 0.75,
  "homo_energy_ev": [-11.8, -11.8],
  "total_charge": 1,
  "homo_lumo_gap_ev": [7.53, 2.37]
}

=====

No. 5
{
  "formula": "C3H9NS2",
  "method": "the ωB97M-V functional and the def2-TZVPD basis",
  "elements": ["N", "C", "C", "S", "S", "C", "H", "H", "H", "H", "H", "H", "H", "H", "H"],
  "xyz": [[-2.62, -0.19, -0.67], [-1.59, -0.90, 0.11], [-0.23, -0.99, -0.57], [1.14, -1.26, 0.58], [1.29, 0.46, 1.56], [2.48, 1.43, 0.61], [-2.93, 0.62, -0.16], [-2.22, 0.18, -1.52], [-1.46, -0.44, 1.08], [-1.96, -1.91, 0.26], [-0.22, -1.79, -1.30], [0.05, -0.11, -1.17], [3.49, 1.29, 1.02], [2.56, 1.13, -0.43], [2.24, 2.49, 0.61]],
  "energy_ev": -26417.397,
  "lumo_ev": 0.795,
  "de_lowest_kj_mol": 27.0,
  "homo_energy_ev": -9.0,
  "homo_lumo_gap_ev": 9.76
}

=====

No. 6
{
  "formula": "C3H9NS2",
  "method": "the ωB97M-V functional and the def2-TZVPD basis",
  "elements": ["C", "S", "S", "H", "H", "H", "H", "C", "C", "N", "H", "H", "H", "H", "H"],
  "xyz": [[-2.42, 1.08, 1.38], [-1.92, -0.49, 2.40], [0.21, -0.20, 2.46], [-1.69, 1.23, 0.51], [-3.36, 0.62, 1.06], [-2.40, 2.01, 2.05], [0.28, -0.72, 1.27], [2.35, -1.34, -1.17], [1.58, -0.19, -1.23], [0.36, 0.08, -1.87], [2.31, -2.18, -1.86], [3.08, -1.44, -0.36], [1.96, 0.79, -0.91], [-0.59, -0.35, -1.63], [0.24, 1.09, -2.10]],
  "energy_ev": -26415.405,
  "lumo_ev": 0.350,
  "de_lowest_kj_mol": 219.2,
  "homo_energy_ev": -8.3,
  "homo_lumo_gap_ev": 8.69
}

=====

No. 7
{
  "formula": "C3H9NS2",
  "method": "the ωB97M-V functional and the def2-TZVPD basis",
  "elements": ["S", "S", "C", "C", "N", "C", "H", "H", "H", "H", "H", "H", "H", "H", "H"],
  "xyz": [[3.20, 0.83, -1.12], [1.86, -0.73, -1.41], [1.24, -0.99, 0.30], [0.07, -0.09, 0.64], [-1.01, -0.28, -0.32], [-2.29, 0.29, 0.10], [2.33, 1.84, -1.25], [0.93, -2.03, 0.34], [2.10, -0.82, 0.94], [0.43, 0.94, 0.70], [-0.29, -0.37, 1.63], [-0.72, 0.13, -1.20], [-3.07, -0.10, -0.55], [-2.29, 1.39, 0.08], [-2.49, -0.01, 1.12]],
  "energy_ev": -26417.379,
  "lumo_ev": 0.559,
  "de_lowest_kj_mol": 28.8,
  "homo_energy_ev": -9.0,
  "homo_lumo_gap_ev": 9.52
}

=====

No. 8
{
  "formula": "C3H9NS2",
  "method": "the ωB97M-V functional and the def2-TZVPD basis",
  "elements": ["C", "C", "C", "N", "S", "S", "H", "H", "H", "H", "H", "H", "H", "H", "H"],
  "xyz": [[-1.47, -0.40, 0.31], [2.55, -1.17, -0.03], [-2.40, -0.43, -0.65], [1.08, 1.02, -0.47], [1.02, 2.80, -0.23], [2.00, 0.22, 1.02], [-1.27, 0.57, 0.73], [-0.97, -1.35, 0.83], [0.27, 0.57, -0.41], [2.02, -0.94, -1.04], [2.48, -2.24, 0.41], [3.66, -1.10, -0.13], [-2.90, 0.49, -0.80], [-2.57, -1.24, -1.25], [-0.06, 2.70, 0.65]],
  "energy_ev": -26413.913,
  "lumo_ev": 0.568,
  "de_lowest_kj_mol": 363.2,
  "homo_energy_ev": -8.6,
  "homo_lumo_gap_ev": 9.17
}

=====

No. 9
{
  "formula": "C3H9NS2",
  "method": "the ωB97M-V functional and the def2-TZVPD basis",
  "elements": ["C", "C", "N", "H", "H", "H", "H", "H", "C", "S", "S", "H", "H", "H", "H"],
  "xyz": [[-1.04, 1.44, -1.26], [-2.18, -0.57, -1.39], [-1.17, 0.09, -1.73], [-0.07, 1.58, -0.78], [-1.82, 1.75, -0.55], [-1.04, 2.11, -2.12], [-2.24, -1.62, -1.67], [-3.01, -0.09, -0.86], [1.66, 0.31, 1.48], [1.84, -1.07, 0.36], [1.41, -2.66, 1.64], [0.63, 0.63, 1.63], [2.21, 1.12, 1.00], [2.15, 0.09, 2.43], [2.67, -3.11, 1.82]],
  "energy_ev": -26416.465,
  "lumo_ev": 0.617,
  "de_lowest_kj_mol": 116.9,
  "homo_energy_ev": -8.9,
  "homo_lumo_gap_ev": 9.52
}

=====

No. 10
{
  "formula": "C3H9NSi",
  "method": "the ωB97M-V functional and the def2-TZVPD basis",
  "elements": ["C", "C", "C", "N", "Si", "H", "H", "H", "H", "H", "H", "H", "H", "H"],
  "xyz": [[-2.15, -0.02, 0.88], [-1.94, 0.50, -0.53], [-1.22, -0.70, -0.08], [1.58, -0.85, 0.71], [2.34, -0.11, -0.61], [-1.87, 0.60, 1.74], [-3.13, -0.55, 1.10], [-2.66, 0.30, -1.30], [-1.29, 1.43, -0.55], [0.64, -1.40, 0.43], [1.90, -1.22, 1.63], [3.20, -0.95, -1.52], [3.44, 0.69, -0.13], [1.22, 0.44, -1.20]],
  "energy_ev": -12619.390,
  "lumo_ev": -0.639,
  "de_lowest_kj_mol": 470.2,
  "homo_energy_ev": -9.1,
  "homo_lumo_gap_ev": 8.49
}

=====

No. 11
{
  "formula": "C3H9O",
  "method": "the ωB97M-V functional and the def2-TZVPD basis",
  "elements": ["C", "H", "H", "H", "H", "C", "O", "C", "H", "H", "H", "H", "H"],
  "xyz": [[2.00, -0.70, -1.57], [1.24, -0.18, -0.99], [2.93, -0.38, -1.09], [2.02, -0.27, -2.57], [1.87, -1.77, -1.58], [-0.54, 0.73, 0.71], [0.18, -0.32, 1.10], [-1.93, 0.35, 0.13], [-0.08, 1.33, -0.13], [-0.73, 1.46, 1.54], [-2.54, 1.22, -0.16], [-2.48, -0.31, 0.82], [-1.79, -0.25, -0.78]],
  "energy_ev": -5303.703,
  "lumo_ev": 4.554,
  "de_lowest_kj_mol": 18.6,
  "homo_energy_ev": -2.2,
  "total_charge": -1,
  "homo_lumo_gap_ev": 6.72
}

=====

No. 12
{
  "formula": "C3H9O2",
  "method": "the ωB97M-V functional and the def2-TZVPD basis",
  "elements": ["C", "O", "C", "C", "H", "H", "H", "H", "H", "H", "H", "H", "H", "O"],
  "xyz": [[0.56, -0.43, 0.31], [0.83, 0.66, -0.41], [-0.51, -0.14, 1.38], [-1.17, -1.55, 1.93], [0.18, -1.28, -0.31], [1.43, -0.88, 0.94], [-0.34, 0.52, 2.36], [-1.44, 0.35, 1.04], [-1.48, -1.36, 3.07], [-2.18, -1.87, 1.54], [-0.26, -2.16, 1.77], [1.02, 1.30, -2.20], [-0.44, 1.31, -2.73], [0.46, 1.45, -2.99]],
  "energy_ev": -7346.240,
  "lumo_ev": [6.643, 6.592],
  "de_lowest_kj_mol": 133.0,
  "spin_multiplicity": 2,
  "s2": 0.75,
  "homo_energy_ev": [4.5, 0.2],
  "total_charge": -2,
  "homo_lumo_gap_ev": [2.14, 6.37]
}